1.
C47H54AsClFLuN2O7S4Si | ωB97M-V/def2-TZVPD

CARTESIAN COORDINATES (ANGSTROEM)
Lu  -1.156  -0.050  -0.642
O  -1.579  5.464  1.261
C  -2.126  4.723  2.191
C  -2.443  5.333  3.408
C  -2.917  4.614  4.451
C  -3.057  3.236  4.386
C  -2.780  2.608  3.180
C  -2.334  3.328  2.064
C  -2.053  2.657  0.770
O  -2.454  1.439  0.743
N  -1.533  3.395  -0.209
N  -1.142  2.542  -1.309
C  -0.818  3.172  -2.339
S  -1.189  4.908  -2.510
C  -0.522  5.156  -4.128
C  0.499  4.054  -4.329
S  -0.016  2.437  -3.749
H  -1.268  4.891  0.524
H  -2.238  6.378  3.514
H  -3.135  5.101  5.418
H  -3.466  2.699  5.204
H  -2.933  1.528  3.111
H  -0.039  6.164  -4.139
H  -1.302  5.103  -4.898
H  1.368  4.288  -3.738
H  0.858  3.935  -5.348
Cl  1.010  0.948  0.385
F  -2.203  0.282  -2.306
O  -1.856  -6.541  -5.609
C  -1.732  -5.286  -6.034
O  -1.969  -5.070  -7.223
C  -1.249  -4.224  -5.154
C  -0.737  -3.013  -5.713
C  -0.260  -2.046  -4.894
C  -0.237  -2.184  -3.503
S  0.643  -1.051  -2.456
C  -0.912  -3.290  -2.948
C  -1.414  -4.290  -3.784
H  -1.441  -6.636  -4.729
H  -0.534  -2.920  -6.803
H  0.163  -1.158  -5.311
H  -0.972  -3.296  -1.878
H  -1.999  -5.119  -3.405
C  -2.320  -5.366  4.443
C  -2.016  -5.088  2.984
C  -3.201  -5.351  2.037
C  -0.840  -5.986  2.500
O  -1.676  -3.680  2.823
Si  -2.293  -2.280  2.232
S  -2.584  -2.255  0.153
O  -1.216  -1.082  2.541
C  -0.396  -0.898  3.687
C  -0.974  -1.523  4.930
C  0.903  -1.750  3.300
C  -0.165  0.578  3.837
O  -3.668  -2.092  3.120
C  -4.968  -1.580  2.829
C  -4.892  -0.208  2.258
C  -5.707  -1.434  4.171
C  -5.670  -2.550  1.880
H  -2.732  -6.379  4.520
H  -3.031  -4.698  4.852
H  -1.444  -5.216  5.034
H  -3.343  -6.420  1.979
H  -3.028  -4.872  1.013
H  -4.073  -4.756  2.407
H  -1.250  -6.992  2.300
H  0.015  -6.028  3.246
H  -0.432  -5.594  1.553
H  -1.111  -2.543  4.722
H  -1.962  -1.181  5.191
H  -0.277  -1.386  5.744
H  0.664  -2.818  3.353
H  1.756  -1.538  4.053
H  1.225  -1.354  2.301
H  -1.091  1.057  4.033
H  0.312  0.992  2.912
H  0.463  0.726  4.725
H  -4.588  0.517  3.024
H  -5.867  0.077  1.867
H  -4.141  -0.112  1.484
H  -5.113  -0.872  4.864
H  -5.905  -2.424  4.558
H  -6.673  -0.904  4.054
H  -5.195  -2.557  0.814
H  -6.677  -2.222  1.717
H  -5.748  -3.585  2.253
C  4.808  1.047  -6.228
C  5.244  2.292  -5.799
C  4.837  2.803  -4.579
C  4.001  2.043  -3.740
C  3.544  0.808  -4.182
C  3.970  0.271  -5.414
As  3.407  2.704  -1.995
C  4.894  3.857  -1.640
C  5.092  5.192  -1.951
C  6.167  5.963  -1.381
C  7.094  5.293  -0.534
C  6.861  3.930  -0.161
C  5.758  3.255  -0.667
C  5.486  1.803  -0.449
C  6.277  1.012  0.370
C  5.854  -0.289  0.595
C  4.733  -0.893  0.000
C  3.924  -0.065  -0.804
C  4.328  1.282  -1.052
H  5.150  0.681  -7.205
H  5.974  2.843  -6.412
H  5.242  3.710  -4.292
H  2.881  0.251  -3.581
H  3.617  -0.664  -5.816
H  4.415  5.756  -2.507
H  6.279  7.009  -1.684
H  7.990  5.790  -0.138
H  7.570  3.468  0.475
H  7.082  1.576  0.883
H  6.476  -0.918  1.200
H  4.473  -1.929  0.104
H  2.973  -0.464  -1.236

Properties
- LUMO energy (eV) = 3.7771
- charge = -2
- relative energy (zero: lowest compared OMol25 entry of this formula, charge and spin) (kcal per mole) = 41.4



2.
C6H14Cl4N2O4 | ωB97M-V/def2-TZVPD

CARTESIAN COORDINATES (ANGSTROEM)
C  -2.025  -1.837  -4.093
N  -1.704  -1.701  -5.513
O  -1.627  -0.526  -5.889
O  -1.469  -2.641  -6.249
H  -3.110  -1.915  -4.029
H  -1.680  -0.977  -3.519
H  -1.555  -2.714  -3.647
C  1.767  2.293  4.530
N  1.430  3.535  3.725
O  1.261  3.343  2.544
O  1.435  4.606  4.352
H  0.912  1.620  4.602
H  2.109  2.511  5.541
H  2.555  1.780  3.979
Cl  2.854  0.921  -1.217
C  1.386  1.300  -0.280
C  0.286  1.980  -1.141
Cl  -0.404  0.684  -2.137
H  1.754  2.009  0.460
H  1.055  0.424  0.279
H  0.805  2.710  -1.763
H  -0.490  2.492  -0.572
Cl  -2.499  -2.150  0.245
C  -0.814  -1.961  0.677
C  -0.301  -3.024  1.708
Cl  -1.211  -2.757  3.298
H  -0.824  -0.977  1.145
H  -0.271  -2.042  -0.265
H  0.780  -2.914  1.796
H  -0.406  -4.074  1.434

Properties
- SMILES = C[N+](=O)[O-].C[N+](=O)[O-].ClCCCl.ClCCCl
- LUMO energy (eV) = -0.2897
- charge = 0
- relative energy (zero: lowest compared OMol25 entry of this formula, charge and spin) (kcal per mole) = 16.4



3.
C4H12N4O | ωB97M-V/def2-TZVPD

CARTESIAN COORDINATES (ANGSTROEM)
H  -2.436  1.507  0.187
N  -1.676  1.606  -0.483
C  -0.477  1.431  0.003
C  -0.161  0.128  0.892
N  -1.245  -0.829  0.777
N  -0.074  0.482  2.295
C  1.161  -0.360  0.271
N  1.308  -1.735  0.156
O  1.010  0.515  -1.179
C  0.337  -0.058  -2.285
H  0.171  2.288  0.242
H  -1.863  -0.696  1.573
H  -1.788  -0.587  -0.058
H  0.304  -0.319  2.797
H  0.569  1.258  2.430
H  2.050  0.131  0.665
H  0.390  -2.179  0.063
H  1.974  -2.003  -0.558
H  -0.643  0.408  -2.414
H  0.178  -1.137  -2.181
H  0.909  0.149  -3.193

Properties
- SMILES = [H]/N=C\C(N)(N)[C@@H](N)OC
- LUMO energy (eV) = 0.8725
- charge = 0
- relative energy (zero: lowest compared OMol25 entry of this formula, charge and spin) (kcal per mole) = 89.7



4.
C4H6OS | ωB97M-V/def2-TZVPD

CARTESIAN COORDINATES (ANGSTROEM)
C  0.258  -0.709  -0.184
C  0.257  0.698  -0.212
C  -0.510  -1.946  -0.024
C  -0.494  1.940  -0.033
O  2.718  0.018  0.791
S  1.926  -0.013  -0.439
H  0.125  -2.806  -0.238
H  -1.356  -1.956  -0.712
H  -0.897  -2.034  0.993
H  -0.038  2.519  0.774
H  -1.536  1.743  0.218
H  -0.452  2.547  -0.936

Properties
- LUMO energy (eV) = 0.7473
- charge = 0
- relative energy (zero: lowest compared OMol25 entry of this formula, charge and spin) (kcal per mole) = 63.2



5.
C13H52N26O13 | ωB97M-V/def2-TZVPD

CARTESIAN COORDINATES (ANGSTROEM)
C  0.294  -5.113  -2.493
O  -0.901  -5.037  -2.168
N  1.028  -4.046  -2.596
N  1.138  -6.173  -2.454
H  0.442  -3.229  -2.688
H  1.991  -4.095  -2.898
H  0.694  -6.890  -1.898
H  2.128  -5.973  -2.443
C  -1.383  -2.014  -3.705
O  -0.960  -1.819  -2.581
N  -1.514  -3.132  -4.278
N  -1.878  -1.185  -4.557
H  -1.798  -3.264  -5.239
H  -1.296  -3.964  -3.748
H  -2.458  -1.507  -5.318
H  -1.782  -0.206  -4.328
C  1.061  3.184  4.352
O  1.269  2.451  3.437
N  1.221  4.429  4.159
N  0.597  2.776  5.577
H  0.750  5.132  4.711
H  1.339  4.654  3.181
H  0.429  3.455  6.305
H  0.683  1.773  5.660
C  3.930  0.671  0.756
O  3.347  -0.191  0.077
N  3.277  1.701  1.292
N  5.121  0.592  1.219
H  2.267  1.721  1.274
H  3.842  2.392  1.764
H  5.644  -0.215  0.911
H  5.474  1.275  1.875
C  2.200  4.208  -1.582
O  2.738  5.292  -1.775
N  2.078  3.311  -2.481
N  1.548  3.934  -0.536
H  2.479  3.464  -3.395
H  1.526  2.499  -2.243
H  1.159  3.011  -0.404
H  1.676  4.502  0.289
C  -3.081  0.810  2.816
O  -3.301  0.834  1.678
N  -3.868  1.048  3.857
N  -1.887  0.801  3.217
H  -4.835  1.075  3.566
H  -3.663  0.696  4.781
H  -1.213  0.927  2.476
H  -1.624  0.336  4.075
C  -0.121  0.346  0.152
O  0.142  1.008  1.120
N  0.773  -0.275  -0.544
N  -1.216  -0.167  -0.141
H  0.602  -0.795  -1.392
H  1.745  -0.290  -0.269
H  -1.407  -0.537  -1.061
H  -2.034  0.134  0.370
C  2.090  -1.342  -4.791
O  2.089  -2.590  -4.560
N  1.824  -0.444  -3.814
N  2.145  -0.772  -5.978
H  1.987  0.548  -3.908
H  2.001  -0.792  -2.883
H  2.169  0.229  -6.111
H  2.080  -1.397  -6.768
C  -1.445  4.419  1.039
O  -2.130  4.956  0.161
N  -1.637  3.238  1.512
N  -0.381  4.905  1.569
H  -2.385  2.802  0.992
H  -0.930  2.809  2.091
H  0.060  4.326  2.269
H  -0.160  5.877  1.401
C  5.829  -0.667  -2.805
O  6.219  -1.178  -3.870
N  4.494  -0.562  -2.482
N  6.616  -0.072  -1.898
H  3.885  -1.060  -3.115
H  4.293  -0.490  -1.495
H  7.585  -0.053  -2.180
H  6.347  0.650  -1.245
C  1.001  -0.545  5.430
O  1.269  0.153  6.339
N  0.856  -0.138  4.208
N  0.797  -1.872  5.612
H  1.210  0.755  3.897
H  0.622  -0.796  3.478
H  0.587  -2.406  4.781
H  0.997  -2.366  6.471
C  -6.354  0.010  1.137
O  -6.185  0.837  2.039
N  -5.436  -0.373  0.368
N  -7.524  -0.460  0.896
H  -4.492  -0.028  0.463
H  -5.641  -1.137  -0.260
H  -8.302  -0.230  1.498
H  -7.767  -0.768  -0.035
C  -3.974  -3.412  -0.083
O  -3.783  -3.128  1.038
N  -4.751  -4.352  -0.549
N  -3.394  -2.950  -1.078
H  -4.752  -4.327  -1.558
H  -5.541  -4.714  -0.034
H  -3.810  -3.175  -1.971
H  -2.687  -2.240  -0.951

Properties
- <S²> = 0.750
- 2S+1 = 2
- LUMO energy (alpha / beta) (eV) = 1.7296 / 1.6545
- charge = -1
- relative energy (zero: lowest compared OMol25 entry of this formula, charge and spin) (kcal per mole) = 42.0



6.
C36H25F6N6O6S2Sc | ωB97M-V/def2-TZVPD

CARTESIAN COORDINATES (ANGSTROEM)
Sc  0.234  0.725  0.398
C  0.656  3.704  2.460
O  -0.088  2.702  1.787
C  -1.407  3.054  1.502
C  -1.929  4.327  1.603
C  -3.255  4.572  1.255
C  -4.049  3.546  0.775
C  -3.539  2.269  0.673
C  -2.219  1.990  1.047
N  -1.668  0.725  1.035
N  -2.477  -0.184  0.475
C  -2.158  -1.477  0.501
C  -0.960  -2.062  0.973
O  0.167  -1.252  1.317
C  -0.810  -3.452  1.013
C  -1.729  -4.291  0.440
C  -2.836  -3.751  -0.256
C  -3.678  -4.545  -1.059
C  -4.739  -3.991  -1.725
C  -5.021  -2.629  -1.589
C  -4.211  -1.831  -0.820
C  -3.090  -2.361  -0.166
H  0.175  3.965  3.411
H  1.641  3.286  2.655
H  0.769  4.598  1.843
H  -1.326  5.155  1.941
H  -3.662  5.564  1.376
H  -5.069  3.741  0.480
H  -4.149  1.450  0.331
H  0.079  -3.859  1.477
H  -1.597  -5.362  0.497
H  -3.459  -5.600  -1.161
H  -5.360  -4.606  -2.361
H  -5.878  -2.206  -2.090
H  -4.405  -0.776  -0.709
C  -1.843  -1.273  -3.188
C  -1.294  -2.545  -3.224
C  -0.240  -2.836  -2.381
C  0.202  -1.857  -1.488
N  -0.378  -0.651  -1.411
C  -1.364  -0.366  -2.254
C  1.341  -2.153  -0.596
C  2.450  -2.829  -1.087
C  3.474  -3.221  -0.243
C  3.411  -2.945  1.110
C  2.328  -2.245  1.619
C  1.306  -1.836  0.773
H  -2.636  -0.990  -3.859
H  -1.684  -3.298  -3.893
H  0.218  -3.813  -2.375
H  -1.798  0.624  -2.170
H  2.494  -3.064  -2.138
H  4.314  -3.755  -0.655
H  4.179  -3.305  1.776
H  2.235  -2.044  2.678
F  1.898  -0.652  -3.614
C  2.899  0.176  -3.318
F  3.874  -0.551  -2.763
F  3.362  0.690  -4.447
S  2.272  1.444  -2.090
O  1.830  0.608  -1.001
O  3.359  2.314  -1.794
N  1.119  2.081  -2.942
S  0.029  2.858  -2.128
O  -0.224  2.244  -0.850
O  -1.095  3.225  -2.906
C  0.898  4.436  -1.567
F  1.630  4.096  -0.497
F  0.046  5.382  -1.172
F  1.701  4.957  -2.484
N  2.708  0.723  6.524
C  2.867  0.757  5.388
C  3.100  0.797  4.000
C  4.419  0.815  3.496
C  4.570  0.851  2.126
C  3.449  0.902  1.309
N  2.185  0.881  1.778
C  2.033  0.825  3.098
H  5.267  0.800  4.165
H  5.548  0.846  1.669
H  3.577  0.955  0.239
H  1.011  0.801  3.465

Properties
- LUMO energy (eV) = -1.1507
- charge = 0
- relative energy (zero: lowest compared OMol25 entry of this formula, charge and spin) (kcal per mole) = 52.9



7.
C4H10N4 | ωB97M-V/def2-TZVPD

CARTESIAN COORDINATES (ANGSTROEM)
C  -0.813  -0.871  -0.079
C  -0.533  2.516  -0.942
C  0.769  -2.042  1.246
C  0.365  -0.423  -0.509
N  -0.707  -1.802  0.932
N  -1.167  2.491  0.098
N  -0.247  2.512  -2.069
N  1.430  -1.241  0.137
H  -1.826  -0.746  -0.229
H  1.203  -1.578  2.158
H  0.962  -3.039  0.998
H  0.614  0.224  -1.390
H  -2.111  2.843  0.203
H  -0.765  2.344  1.024
H  -1.224  -1.645  1.777
H  -0.043  2.840  -3.017
H  2.221  -0.626  0.283
H  1.871  -1.755  -0.621

Properties
- LUMO energy (eV) = -8.1027
- charge = +2
- relative energy (zero: lowest compared OMol25 entry of this formula, charge and spin) (kcal per mole) = 61.9



8.
C20H12N5O7S | ωB97M-V/def2-TZVPD

CARTESIAN COORDINATES (ANGSTROEM)
C  4.717  0.721  3.018
C  3.582  1.235  3.644
C  2.318  0.745  3.322
C  2.178  -0.221  2.305
C  0.845  -0.503  1.724
C  -0.277  -0.127  2.519
N  -1.203  0.057  3.233
S  0.743  -2.301  1.275
C  -0.888  -2.909  1.714
C  -1.034  -4.000  2.580
C  -2.315  -4.490  2.847
C  -3.436  -3.937  2.209
C  -3.262  -2.887  1.300
C  -1.986  -2.404  1.041
O  0.880  -2.278  -0.167
O  1.582  -3.137  2.087
C  3.332  -0.798  1.739
C  4.586  -0.292  2.067
H  5.705  1.127  3.241
H  3.656  2.062  4.356
H  1.415  1.156  3.788
H  -0.164  -4.458  3.047
H  -2.442  -5.312  3.557
H  -4.442  -4.312  2.419
H  -4.114  -2.435  0.786
H  -1.840  -1.617  0.310
H  3.261  -1.593  0.994
H  5.451  -0.669  1.524
O  1.642  6.209  0.459
N  0.594  5.541  0.518
O  -0.539  6.074  0.620
C  0.598  4.079  0.479
C  -0.566  3.337  0.629
C  -0.571  1.929  0.520
N  -1.851  1.313  0.281
O  -2.868  1.916  0.673
O  -1.898  0.242  -0.362
C  0.591  1.099  0.403
C  1.779  1.876  0.202
N  3.019  1.439  -0.186
O  3.806  2.651  -0.057
N  3.045  3.764  0.179
C  1.782  3.292  0.299
H  -1.499  3.873  0.764
H  0.534  0.189  -0.251

Properties
- LUMO energy (eV) = 1.4941
- charge = -1
- relative energy (zero: lowest compared OMol25 entry of this formula, charge and spin) (kcal per mole) = 10.2